1.
# C30H52BrN3P2SW

C30H52BrN3P2SW as an isolated structure (ωB97M-V/def2-TZVPD, the OMol25 dataset).

```
90
Properties=species:S:1:pos:R:3:lowdin_spin:R:1
N 4.1759 -6.9137 2.2164 0.0019
C 2.8747 -6.8222 2.5269 -0.0002
C 2.1731 -5.6133 2.5155 0.0022
C 2.8442 -4.4319 2.0644 0.0012
C 4.2308 -4.5487 1.7731 0.0009
C 4.8409 -5.8067 1.8755 -0.0002
C 2.1314 -3.2275 1.7282 0.0033
W 1.1556 -0.9975 -0.0540 0.9269
P 0.1499 1.8174 -3.3715 0.6008
C 2.5623 -2.3978 0.6385 0.0003
C 1.9490 -2.8426 -0.6471 0.0081
C 2.3977 -2.2598 -1.8476 0.0084
C 1.5164 -2.0675 -2.9418 0.0428
C 0.2264 -2.6287 -2.9244 0.0694
C -0.2751 -3.0450 -1.6749 0.0012
C 0.5830 -3.2073 -0.5531 -0.0079
Br -0.8597 -2.7168 -4.4701 0.0247
H 1.1879 -2.9951 2.2475 -0.0006
H 3.6307 -2.2015 0.5775 0.0001
H 1.1117 -5.6098 2.7817 0.0000
H 4.8211 -3.6970 1.4579 0.0001
H 2.3825 -7.7616 2.8088 0.0000
H 5.9065 -5.9165 1.6677 0.0000
H 3.4835 -2.1140 -1.9272 -0.0027
H 0.3025 -3.8493 0.2787 -0.0011
H 1.8980 -1.5981 -3.8511 0.0023
H -1.3079 -3.3926 -1.6029 -0.0004
P 2.5722 0.7419 0.9476 0.0294
C -0.4877 0.5747 -4.5392 0.0844
C -0.6141 1.0714 -5.9821 0.0134
H -1.4622 0.2427 -4.1552 0.0021
H 0.1817 -0.2928 -4.4853 0.0154
H -1.1503 0.3294 -6.5843 -0.0003
H -1.1685 2.0140 -6.0092 0.0023
H 0.3695 1.2384 -6.4348 0.0003
C 1.9091 1.3856 -3.1909 0.1011
C 2.7891 2.2700 -4.0909 0.0148
H 2.0452 0.3222 -3.4227 0.0159
H 2.1698 1.5233 -2.1344 0.0047
H 3.8443 1.9796 -3.9948 -0.0003
H 2.5241 2.1669 -5.1539 0.0009
H 2.7012 3.3344 -3.8204 0.0023
C -0.8421 1.5874 -1.8659 0.0931
C -1.6736 2.8570 -1.6449 0.0282
H -0.1279 1.4288 -1.0337 0.0126
H -1.4700 0.6760 -1.9291 0.0079
H -1.7396 3.1060 -0.5808 0.0010
H -1.2063 3.7033 -2.1694 0.0113
H -2.7027 2.7677 -2.0190 0.0008
C 1.6241 2.1662 1.5810 -0.0025
C 2.4436 3.0789 2.5054 -0.0007
H 0.7291 1.7878 2.0916 0.0003
H 1.2724 2.7328 0.7056 0.0007
H 2.6477 2.6086 3.4763 0.0001
H 3.4047 3.3691 2.0625 0.0001
H 1.8958 4.0080 2.7086 -0.0005
C 3.8736 1.6384 -0.0440 0.0089
C 5.1248 0.8413 -0.3544 0.0001
H 4.1287 2.5813 0.4647 0.0012
H 3.3687 1.9606 -0.9639 0.0005
H 5.6816 0.5859 0.5563 -0.0001
H 4.8953 -0.0799 -0.8998 -0.0003
H 5.7755 1.4500 -0.9947 0.0003
C 3.5050 0.1070 2.4070 0.0077
C 2.6325 -0.4803 3.5259 0.0030
H 4.1496 0.9151 2.8071 0.0000
H 4.2371 -0.6381 2.0482 0.0003
H 1.8002 -1.0709 3.1294 0.0021
H 3.2343 -1.1645 4.1433 0.0002
H 2.2072 0.3027 4.1758 0.0001
C -3.2177 -1.2487 -0.9633 -0.0026
N -3.4607 -0.2970 0.1196 -0.0058
C -4.8849 -0.0660 0.4018 -0.0011
C -2.5015 0.1420 0.9339 -0.0495
S -0.7259 -0.9352 1.1237 -0.0710
N -2.6758 1.1742 1.7588 -0.0083
C -3.5505 2.3343 1.4810 -0.0030
C -1.8188 1.4028 2.9209 -0.0011
H -4.1915 -1.6393 -1.2936 0.0000
H -2.5866 -2.0697 -0.6198 -0.0026
H -2.7239 -0.7760 -1.8234 0.0009
H -5.0538 0.1572 1.4566 -0.0001
H -5.3064 0.7431 -0.2100 -0.0004
H -5.4384 -0.9757 0.1570 0.0001
H -4.2238 2.1953 0.6242 -0.0001
H -4.1338 2.5290 2.3954 -0.0007
H -2.9232 3.2217 1.3040 0.0003
H -1.4452 0.4597 3.3358 -0.0003
H -0.9779 2.0600 2.6715 0.0001
H -2.4241 1.9229 3.6689 0.0002
```

As for the HOMO-LUMO gap (alpha / beta): 5.76 / 4.89 eV. Its energy relative to the best compared isomer or geometry (same formula, charge and spin) is 0.0000 eV. Its net charge is +4. Its HOMO energy (alpha / beta) is -18.77 / -18.44 eV. The spin multiplicity is 3.

---

2.
# C30H52ClN3O7P2Si2Sn

C30H52ClN3O7P2Si2Sn as an isolated structure (ωB97M-V/def2-TZVPD, the OMol25 dataset).

```
98
Properties=species:S:1:pos:R:3:mulliken_charge:R:1
Sn 0.4171 -0.0710 -0.4146 0.7422
C -2.1429 -0.0952 1.5393 -0.1571
C -2.4640 1.0863 0.8196 0.1061
C -3.0646 0.6515 -0.3992 -0.4374
Si -2.0439 2.8312 1.3773 -0.1592
C -3.0719 -0.7653 -0.4228 -0.6092
C -2.4772 -1.2485 0.7778 0.2892
Si -2.0788 -3.0070 1.3015 0.1238
H -1.7510 -0.1093 2.5399 0.1486
H -3.4507 1.3185 -1.1746 0.5218
H -3.4672 -1.3937 -1.2278 0.4623
Cl 2.3572 -0.1903 -5.0214 -0.1901
C -1.8204 -3.0644 3.1468 -1.2956
C -3.4085 -4.1982 0.7484 -1.1187
C -1.8017 2.8272 3.2202 -0.9183
C -3.3637 4.0532 0.8669 -1.0454
H -4.3900 -3.8400 1.0898 0.3768
H -3.2221 -5.1765 1.2165 0.3473
H -3.4569 -4.3391 -0.3386 0.2846
H -0.7544 -2.9625 3.3892 0.2277
H -2.1613 -4.0358 3.5311 0.4594
H -2.3719 -2.2717 3.6675 0.3827
H -4.3422 3.6961 1.2173 0.3738
H -3.4336 4.2267 -0.2140 0.2780
H -3.1686 5.0193 1.3563 0.3368
H -2.7057 2.4519 3.7175 0.2790
H -1.5996 3.8481 3.5735 0.4238
H -0.9689 2.1753 3.5166 0.0258
C -0.3804 -3.5078 0.5619 -1.1966
C -0.3435 3.3236 0.6396 -1.2830
P 0.0733 -2.7647 -1.0422 0.8740
H -0.3565 -4.6086 0.4953 0.8659
H 0.3819 -3.2093 1.3014 0.3947
P 0.0867 2.6025 -0.9789 0.7547
H 0.4307 3.0063 1.3585 0.3893
H -0.2947 4.4235 0.5834 0.8823
C 1.6131 3.4264 -1.6629 0.6729
C -1.2549 3.3564 -2.0419 1.4135
C -1.2649 -3.4908 -2.1315 1.3544
C 1.6139 -3.5696 -1.7229 0.7586
C 2.7751 -2.5750 -1.8503 -1.3998
H 1.3279 -3.8767 -2.7425 0.3168
C 2.0590 -4.8090 -0.9466 -1.6231
H 2.2656 -4.5528 0.0998 0.2822
H 2.9893 -5.1847 -1.3945 0.4863
H 1.3237 -5.6241 -0.9777 0.2818
H 2.4962 -1.6670 -2.4049 0.1491
H 3.5871 -3.0632 -2.4069 0.5435
H 3.1773 -2.2857 -0.8707 0.2112
H -2.2114 -3.2009 -1.6471 -0.6625
C -1.1711 -5.0208 -2.1936 -1.6878
C -1.2241 -2.8607 -3.5263 -1.4639
H -1.2176 -5.5017 -1.2084 0.2909
H -0.2483 -5.3457 -2.6924 0.3640
H -2.0149 -5.4078 -2.7808 0.4534
H -1.3408 -1.7693 -3.4857 0.1303
H -2.0539 -3.2661 -4.1221 0.5090
H -0.2863 -3.0911 -4.0516 0.2941
H -2.2007 3.0542 -1.5648 -0.6839
C -1.2067 2.7634 -3.4524 -1.5106
C -1.1570 4.8872 -2.0576 -1.5801
H -1.1976 5.3374 -1.0583 0.2944
H -2.0036 5.2901 -2.6289 0.4387
H -0.2360 5.2255 -2.5500 0.3490
H -1.3157 1.6704 -3.4424 0.1404
H -0.2700 3.0170 -3.9693 0.2921
H -2.0383 3.1779 -4.0387 0.5210
C 2.7148 2.4126 -1.9823 -1.2097
C 2.1691 4.5405 -0.7791 -1.5553
H 1.2827 3.8641 -2.6181 0.3788
H 2.5102 4.1285 0.1800 0.2379
H 1.4488 5.3490 -0.5973 0.3059
H 3.0391 4.9794 -1.2876 0.4729
H 3.2152 2.0641 -1.0701 0.0459
H 3.4700 2.9146 -2.6036 0.5984
H 2.3414 1.5440 -2.5428 0.1314
C 0.7172 -0.0496 -5.7764 -0.3326
H -0.0316 -0.0827 -4.9551 -0.1191
H 0.7223 0.8845 -6.3166 0.3316
H 0.6409 -0.8706 -6.4686 0.3387
O 3.9192 0.6206 7.2212 -0.5929
N 4.2855 0.9018 6.0608 0.9337
O 5.3924 1.4098 5.8171 -0.5908
C 3.3628 0.6107 4.9804 -0.9479
C 2.1227 0.0569 5.3022 -0.1903
C 1.1584 -0.1510 4.3185 -0.4285
C 1.4109 0.0043 2.9124 0.6066
O 0.5136 -0.2255 2.0127 0.1202
C 2.7319 0.5212 2.6067 -0.9210
C 3.6397 0.8741 3.6279 -0.4539
N 3.0815 0.8412 1.2738 0.7605
O 4.0019 1.6498 1.0455 -0.5904
O 2.5340 0.2129 0.2586 -0.3672
N -0.1842 -0.5405 4.8037 0.9023
O -0.2369 -1.5590 5.5244 -0.5357
O -1.1715 0.1515 4.5244 -0.4823
H 1.9198 -0.1440 6.3417 0.6453
H 4.5740 1.3616 3.3910 0.6304
```

As for the HOMO-LUMO gap (alpha / beta): 4.43 / 4.43 eV. Its energy relative to the best compared isomer or geometry (same formula, charge and spin) is 0.0000 eV. Its net charge is 0. Its HOMO energy (alpha / beta) is -6.68 / -6.68 eV.

---

3.
# C30H52F5IN8O5P3S

A 7-piece molecular cluster, C30H52F5IN8O5P3S overall (ωB97M-V/def2-TZVPD, the OMol25 dataset).

```
105
Properties=species:S:1:pos:R:3:mulliken_charge:R:1
C 5.4336 -2.3167 0.3723 -1.4325
C 4.5555 -1.2738 -0.3794 -0.8066
C 3.0209 -1.4135 -0.1023 -0.6749
F 2.9581 -2.3324 0.9390 -0.4808
C 2.2118 -0.1196 0.2301 2.4458
P 3.1770 0.7848 1.5381 0.3488
O 2.4794 1.5388 2.5888 -0.9117
O 4.0957 -0.2383 2.4410 -0.5715
O 4.2564 1.8459 0.9297 -0.4968
C 2.2852 0.7536 -1.0711 -2.1576
O 3.5463 0.9811 -1.5963 -0.4265
O 1.8372 2.0101 -0.6554 -0.6459
C 0.4220 2.1082 -0.3045 0.7652
C -0.1219 3.0462 -1.4117 -1.9156
C 0.8947 4.0626 -2.0337 -0.1900
C 1.3232 5.2525 -1.1868 -1.2269
I -0.3453 4.9362 -3.6362 0.0262
P 0.4383 3.2468 1.2556 0.9498
N -0.5251 4.4938 1.2179 -0.7530
C -0.2518 0.6349 -0.1525 2.5102
C -0.9161 0.2910 -1.5023 -2.4205
C -1.7938 -0.8472 -2.0051 -0.1777
C -2.9800 -1.3645 -1.2053 -1.4727
F -1.1026 -1.9876 -2.4807 -0.4798
P -1.8018 0.9579 0.9571 -0.2228
S -2.9748 2.3747 0.3768 -0.1762
N 0.7326 -0.3875 0.4854 2.1757
C 0.3355 -1.7356 -0.0611 -2.4192
C 0.5887 -0.5884 1.9755 -1.6003
C -0.4700 -1.5582 2.5445 -0.3424
C -0.8164 -1.2767 3.9674 0.0597
F -1.6537 -2.1692 4.5051 -0.3282
C -0.4716 -0.2333 4.7566 0.3892
F 0.6903 0.0609 5.1903 -0.1766
F -1.3948 0.5690 5.1960 -0.2248
H 6.4416 -2.1846 -0.0327 0.4552
H 5.1328 -3.3241 0.0866 0.3649
H 5.4522 -2.1647 1.4465 0.2849
H 4.7821 -1.4717 -1.4293 0.5683
H 5.0045 -0.3001 -0.1893 0.2993
H 2.6688 -1.9034 -1.0106 0.9930
H 5.0325 -0.0216 2.3480 0.4356
H 5.1573 1.4968 0.9639 0.4123
H 1.7407 0.2453 -1.8805 0.4705
H 3.5551 0.7547 -2.5318 0.5246
H -1.0127 3.6106 -1.1331 0.6886
H -0.4361 2.5446 -2.3325 0.7464
H 1.6798 3.5815 -2.6048 0.4037
H 0.5081 5.7702 -0.6890 0.3377
H 1.7979 5.9828 -1.8498 0.5787
H 2.1235 4.9478 -0.5007 0.2308
H 1.7622 3.7450 1.3035 -0.1126
H 0.2704 2.5415 2.4639 -0.0193
H -1.1246 4.4515 2.0375 0.3205
H -1.6491 1.1073 -1.6248 0.8720
H -0.2568 0.5196 -2.3485 -0.0078
H -2.2553 -0.5059 -2.9353 0.6788
H -2.7225 -1.9741 -0.3276 0.1467
H -3.5893 -1.9883 -1.8395 0.2214
H -3.5835 -0.5223 -0.8511 0.4014
H -1.4845 1.1674 2.3139 0.1941
H -2.5930 -0.2151 1.0109 0.2228
H -0.7349 -1.9064 -0.0271 0.0504
H 0.7777 -2.5789 0.4568 1.0837
H 0.6205 -1.8369 -1.1077 0.7361
H 0.5158 0.3359 2.5499 -0.2451
H 1.5009 -1.0633 2.3506 1.0649
H -1.4190 -1.6275 2.0014 -0.0250
H -0.0856 -2.5862 2.5041 0.4736
C -5.5023 -3.0705 -4.5570 -0.9426
C -4.9737 -1.8142 -4.0199 0.4396
N -4.5644 -0.8371 -3.6015 -0.3519
H -5.0648 -3.2655 -5.5340 0.2882
H -5.2570 -3.8913 -3.8853 0.3123
H -6.5835 -3.0016 -4.6569 0.3097
C -3.8540 2.8882 -5.1260 -0.6271
C -2.5891 2.2799 -5.5528 0.3380
N -1.6054 1.8052 -5.8777 -0.4767
H -4.0093 2.7137 -4.0625 0.1498
H -3.8277 3.9602 -5.3113 0.3219
H -4.6797 2.4497 -5.6823 0.3165
C 4.7676 4.2212 3.5884 -0.1707
C 5.5659 5.3767 3.1688 0.1701
N 6.1883 6.2721 2.8418 -0.3414
H 4.2250 4.4563 4.5018 0.3535
H 4.0555 3.9607 2.8078 -0.1988
H 5.4198 3.3694 3.7727 0.2087
C 0.8394 -6.1234 -0.5187 -0.6128
C -0.1358 -5.1076 -0.1236 0.4976
N -0.8957 -4.3163 0.1902 -0.3842
H 0.5063 -6.6194 -1.4289 0.3273
H 1.8058 -5.6547 -0.7014 0.2367
H 0.9447 -6.8710 0.2828 0.0820
C -7.5263 2.9875 0.5011 -0.7769
C -6.9679 3.0022 -0.8538 0.3412
N -6.5290 3.0135 -1.9047 -0.3502
H -8.4685 2.4433 0.5059 0.2906
H -6.8292 2.5015 1.1812 0.2312
H -7.7016 4.0070 0.8384 0.2785
C 0.2052 -7.5752 3.9633 -0.7667
C 0.7498 -7.9146 2.6465 0.3805
N 1.1736 -8.1787 1.6219 -0.4788
H -0.5702 -6.8186 3.8575 0.2503
H -0.2229 -8.4632 4.4237 0.2870
H 0.9979 -7.1893 4.6010 0.2772
```

As for the HOMO-LUMO gap: 7.94 eV. Its energy relative to the best compared isomer or geometry (same formula, charge and spin) is 0.0000 eV. Its net charge is +1. Its HOMO energy is -10.59 eV.

---

> The highest net charge belongs to which entry?

C30H52BrN3P2SW

---

> Look up the energy relative to the best compared isomer or geometry (same formula, charge and spin) of the third one.

0.0000 eV